1.
# C19H21N5O3

The molecule C19H21N5O3 (wB97M-V/def2-TZVPD, OMol25).

Geometry (Å):
1 N -0.798578 -1.986326 5.122790
2 C 0.307052 -1.430089 5.665466
3 C 0.556890 -1.616712 7.016580
4 C 1.593615 -1.006669 7.723752
5 C 2.506126 -0.268760 6.966286
6 C 2.423897 -0.252604 5.635519
7 C 1.307794 -0.813035 4.923546
8 N 1.163592 -0.767729 3.546828
9 C 2.139458 -0.625271 2.508536
10 O 3.314952 -0.732975 2.789110
11 C 1.759480 -0.360690 1.052709
12 C 2.686673 -0.464890 0.024211
13 C 2.280974 -0.298157 -1.289518
14 C 0.951616 0.113708 -1.503453
15 N 0.584224 0.329760 -2.862438
16 C 0.296349 1.732647 -3.163509
17 C -1.244349 1.891936 -3.235429
18 C -1.911538 1.022273 -4.287568
19 C -1.522843 -0.461703 -3.944771
20 C -0.092483 -0.801846 -3.655227
21 C -3.502144 1.049926 -4.411024
22 N -3.654633 1.292472 -5.800927
23 C -2.441610 1.581946 -6.300199
24 O -2.520621 2.235342 -7.349827
25 O -1.386768 1.449671 -5.560111
26 N 0.061390 0.298576 -0.528493
27 C 0.393145 0.113013 0.707351
28 H -1.405144 -2.493103 5.763929
29 H -0.562470 -2.556772 4.335755
30 H -0.195496 -2.118472 7.670760
31 H 1.568293 -1.035042 8.785650
32 H 3.204815 0.340609 7.497066
33 H 3.275420 0.371062 5.260977
34 H 0.294144 -1.121245 3.185500
35 H 3.758192 -0.595620 0.257442
36 H 3.063156 -0.366458 -2.077371
37 H 0.688134 1.957096 -4.170116
38 H 0.788863 2.430216 -2.411683
39 H -1.674396 1.616215 -2.276017
40 H -1.562049 2.967896 -3.453730
41 H -1.920784 -1.147301 -4.707138
42 H -2.104699 -0.615808 -2.984884
43 H -0.133812 -1.751697 -3.085741
44 H 0.410338 -0.841879 -4.596335
45 H -4.017301 1.775948 -3.782636
46 H -3.949675 0.067517 -4.227226
47 H -4.446630 1.591032 -6.255710
48 H -0.330560 0.301990 1.481318

Atomic forces in eV per Å
N -1.92 -0.61 -1.24
C 2.15 -0.13 1.59
C -0.48 0.46 2.51
C -0.89 -0.02 -1.77
C -0.89 -0.76 2.97
C 0.32 1.14 -2.62
C 1.87 0.52 0.86
N 0.00 0.31 -3.18
C 0.81 -0.23 1.18
O -0.04 0.29 -0.12
C -3.20 0.91 0.80
C 0.59 -0.08 0.79
C 0.01 0.62 0.22
C 0.99 -1.13 -1.31
N 0.31 -0.98 0.48
C -1.02 -0.32 -0.69
C -0.88 2.23 0.02
C 0.74 -1.93 1.71
C -1.95 0.53 0.84
C 0.16 2.22 1.26
C 0.06 -0.78 0.56
N 2.61 -2.01 2.74
C -2.96 4.67 -5.57
O 2.15 -1.17 0.02
O -0.18 -1.16 0.96
N -0.78 0.63 -1.23
C 3.71 -1.68 1.18
H 0.41 0.26 -0.20
H -0.28 -0.48 -0.46
H 0.44 0.16 -0.92
H 0.31 -0.09 0.67
H 0.71 0.11 0.00
H -1.30 -0.91 -0.94
H -0.35 0.33 0.15
H -0.78 -0.32 0.02
H -1.14 0.11 0.40
H 0.11 0.13 0.37
H -0.75 -1.05 -0.89
H 0.01 0.07 0.24
H 0.55 -1.16 0.33
H -0.03 0.16 0.15
H 0.43 -0.08 -1.02
H 0.78 0.62 -0.35
H 0.75 -0.59 -0.53
H 0.29 0.26 0.16
H 0.39 0.01 0.76
H -1.63 0.88 -1.09
H -0.22 0.05 0.18

Computed properties:
HOMO energy ... -0.2938 hartree
LUMO ... 0.001 eV
Relative energy (zero: lowest compared OMol25 entry of this formula, charge and spin) ... 91.2 kcal/mol
Structure (SMILES) ... Nc1ccccc1NC(=O)c1ccc(N2CCC3(CC2)CNC(=O)O3)nc1
Strongest force on any atom ... 7.8 eV/Å

=====

2.
# C19H21N5O3S2

The molecule C19H21N5O3S2 (wB97M-V/def2-TZVPD, OMol25).

Geometry (Å):
1 C -4.235715 -0.770410 1.927642
2 C -4.335678 -1.214183 0.475151
3 O -3.288482 -0.645194 -0.312130
4 C -2.114562 -1.276788 -0.286565
5 O -1.937209 -2.323757 0.316586
6 C -1.058875 -0.598615 -1.028332
7 C 0.248815 -1.030940 -0.901575
8 N 0.654952 -2.045731 -0.071123
9 C 1.945140 -2.143328 0.340808
10 O 2.856473 -1.603439 -0.250137
11 C 2.132981 -2.907536 1.632442
12 S 0.967876 -2.295090 2.920928
13 C 0.729854 -0.624958 2.378108
14 N -0.521727 -0.207612 2.351982
15 C -0.796775 0.991387 1.853755
16 N 0.048184 1.858725 1.341357
17 C 1.317018 1.468371 1.423122
18 N 2.427008 2.138084 1.065734
19 N 3.537757 1.441835 1.355108
20 C 3.174566 0.305465 1.881062
21 C 1.760048 0.224454 1.965926
22 S 1.375785 -0.042601 -1.740329
23 C 0.071495 0.976438 -2.296002
24 C -1.143681 0.570474 -1.847860
25 C -2.396716 1.314546 -2.182531
26 C -2.158423 2.296113 -3.328942
27 C -0.884491 3.110506 -3.098014
28 C -0.742816 4.227426 -4.126574
29 C 0.321494 2.166714 -3.154901
30 H -4.326819 0.310898 1.998926
31 H -3.276618 -1.072584 2.342489
32 H -5.032668 -1.230993 2.504279
33 H -4.276553 -2.305357 0.408926
34 H -5.260616 -0.861554 0.013668
35 H -0.134371 -2.507669 0.401645
36 H 3.163181 -2.813045 1.972039
37 H 1.881461 -3.960907 1.510238
38 H -1.840277 1.272026 1.848864
39 H 2.491271 3.049627 0.642995
40 H 3.910101 -0.406869 2.193219
41 H -3.187073 0.609239 -2.443271
42 H -2.727262 1.853503 -1.290045
43 H -3.017000 2.963719 -3.418714
44 H -2.061635 1.745564 -4.267203
45 H -0.932376 3.550419 -2.096184
46 H -1.575103 4.923250 -4.051993
47 H 0.180901 4.779334 -3.968398
48 H -0.729062 3.816631 -5.133977
49 H 1.228198 2.680569 -2.828064
50 H 0.486474 1.846858 -4.189562

Atomic forces in eV per Å
C 0.14 -0.04 -0.40
C -0.34 -0.36 0.41
O 0.10 0.25 -0.12
C 0.28 -0.26 0.00
O -0.28 0.02 0.03
C 0.43 -0.20 -0.03
C -0.06 0.26 -0.07
N -0.29 -0.32 -0.11
C 0.05 -0.39 -0.03
O 0.19 -0.25 0.09
C -0.01 0.26 0.46
S 0.11 -0.16 0.02
C 0.24 0.15 0.04
N -0.12 -0.71 0.30
C -0.01 0.39 -0.13
N 0.15 0.52 -0.18
C -0.12 -0.84 0.40
N -0.42 0.17 -0.05
N 0.79 -0.11 0.01
C -0.02 0.18 0.06
C -0.62 0.79 -0.22
S -0.63 0.36 -0.27
C 0.07 -0.42 0.23
C 0.18 0.11 -0.10
C -0.09 0.08 -0.22
C 0.07 0.08 0.38
C 0.05 -0.03 -0.39
C -0.02 -0.14 0.28
C -0.08 0.13 0.02
H -0.05 0.11 0.05
H 0.06 -0.04 0.07
H -0.10 -0.03 0.09
H -0.08 0.20 -0.05
H 0.12 -0.07 0.02
H 0.33 0.14 0.00
H -0.06 -0.03 -0.21
H 0.04 -0.01 -0.03
H -0.14 0.05 0.00
H 0.00 -0.10 0.06
H 0.21 -0.14 0.01
H -0.03 0.07 0.06
H -0.12 0.00 -0.01
H -0.03 0.01 -0.07
H -0.01 0.00 -0.12
H 0.01 -0.03 0.04
H -0.08 0.11 -0.04
H 0.11 0.11 -0.04
H 0.01 -0.03 -0.15
H 0.04 0.08 -0.05
H 0.03 0.10 -0.06

Computed properties:
HOMO energy ... -0.2936 hartree
LUMO ... 0.091 eV
Relative energy (zero: lowest compared OMol25 entry of this formula, charge and spin) ... 2.5 kcal/mol
Structure (SMILES) ... CCOC(=O)c1c(NC(=O)CSc2ncnc3[nH]ncc23)sc2c1CC[C@H](C)C2
Strongest force on any atom ... 1.0 eV/Å

=====

3.
# C19H21N5O3S2

The molecule C19H21N5O3S2 (wB97M-V/def2-TZVPD, OMol25).

Geometry (Å):
1 C -1.488193 -3.782414 2.133491
2 C -0.550247 -3.316907 0.943841
3 C -1.370371 -2.542808 -0.220605
4 C 0.738527 -2.568138 1.580896
5 C 0.528671 -1.082950 1.935762
6 O -0.468285 -0.429046 2.342999
7 N 1.566884 -0.680962 1.101122
8 C 1.311168 0.176804 -0.004107
9 C 0.931810 1.651387 0.122085
10 O 1.197839 2.430071 -0.739388
11 O 0.245010 1.957526 1.333600
12 C -0.013922 3.267696 1.677677
13 C -0.686509 3.463496 3.032231
14 C -0.133965 4.196033 4.005197
15 C -0.794649 4.294478 5.230347
16 C -1.964517 3.683476 5.520363
17 C -2.528739 2.826550 4.615478
18 C -1.833265 2.712451 3.424327
19 C 1.426567 -0.546620 -1.226597
20 C 1.267489 -0.013902 -2.598772
21 S 1.179792 -1.229223 -3.982514
22 C 0.952885 -0.278075 -5.402673
23 N 0.728053 1.027066 -5.361962
24 N 0.696689 1.398193 -6.695232
25 N 0.845248 0.386228 -7.451463
26 N 0.796988 -0.713298 -6.705071
27 C 1.126327 -2.094105 -7.252009
28 S 1.748815 -2.295817 -1.105632
29 C 1.948257 -2.130925 0.724924
30 H -1.883933 -2.999171 2.772934
31 H -2.285256 -4.400894 1.824889
32 H -0.900875 -4.464930 2.756398
33 H -0.184170 -4.228858 0.475410
34 H -2.282438 -3.047989 -0.414324
35 H -1.573268 -1.487752 0.060639
36 H -0.802246 -2.602232 -1.163303
37 H 0.948562 -3.037573 2.563351
38 H -0.689263 3.752791 1.020905
39 H 0.981972 3.856824 1.633006
40 H 0.872747 4.665345 3.917323
41 H -0.375770 4.791719 6.095845
42 H -2.481100 3.890552 6.394173
43 H -3.390918 2.258682 4.948965
44 H -2.158599 1.921822 2.746634
45 H 1.999792 0.709460 -2.857137
46 H 0.314661 0.492306 -2.658670
47 H 1.944238 -1.883455 -7.989074
48 H 0.246211 -2.496898 -7.704814
49 H 1.408455 -2.893668 -6.473468
50 H 2.886843 -2.562347 1.072004

Atomic forces in eV per Å
C 1.93 0.30 -0.20
C -0.80 1.14 0.33
C 2.03 0.24 1.24
C -1.66 -0.70 1.49
C -5.01 1.43 -0.98
O 3.89 -2.53 -0.68
N 1.27 -0.22 -0.01
C 0.22 -1.46 -2.69
C -0.65 -0.56 1.78
O -0.22 0.45 -0.06
O 1.38 -2.58 -2.07
C 1.64 2.58 0.77
C -0.83 -2.82 -0.35
C 1.75 1.65 1.84
C 1.16 0.94 0.99
C -0.35 -0.03 -0.86
C 0.76 -0.05 -0.63
C -0.57 -1.10 -1.65
C -0.21 0.93 2.40
C -1.28 0.58 -1.00
S 0.33 -1.56 0.59
C -1.81 1.31 -0.02
N 0.86 -0.73 -1.18
N 0.41 -0.12 0.58
N -1.33 0.43 -0.98
N 2.20 -1.90 2.37
C 1.05 0.85 0.57
S 0.71 1.13 1.07
C -1.81 0.58 0.23
H 0.14 0.34 -0.19
H -1.09 -0.44 -0.86
H 0.12 0.24 0.19
H 0.25 -0.08 0.02
H -1.00 -0.50 0.17
H 0.12 -0.64 -0.21
H -0.25 0.31 0.50
H 0.36 -0.58 -0.82
H -0.50 0.29 -1.39
H -1.57 -0.67 0.24
H -0.94 -0.28 -0.16
H 0.47 0.52 -0.39
H -0.56 0.25 1.87
H 0.03 -0.17 -0.72
H -0.01 0.30 -0.16
H 0.81 0.64 -0.10
H -0.24 0.43 0.05
H -0.78 -0.74 0.64
H -0.49 0.03 -0.63
H -0.08 1.89 -0.78
H 0.18 0.66 -0.16

Computed properties:
HOMO energy ... -0.3070 hartree
LUMO ... 0.085 eV
Relative energy (zero: lowest compared OMol25 entry of this formula, charge and spin) ... 154.6 kcal/mol
Structure (SMILES) ... CC(C)[C@@H]1C(=O)N2C(C(=O)OCc3ccccc3)=C(CSc3nnnn3C)S[C@H]12
Strongest force on any atom ... 5.3 eV/Å

=====

4.
# C19H21N7O3

The molecule C19H21N7O3 (wB97M-V/def2-TZVPD, OMol25).

Geometry (Å):
1 C 4.693232 1.813030 6.390654
2 O 5.621091 1.450805 5.402000
3 C 5.061818 1.398383 4.110000
4 C 6.162099 0.997167 3.130928
5 C 5.684102 0.977850 1.679995
6 N 4.731512 -0.082969 1.440499
7 C 4.973938 -1.103641 0.608494
8 O 5.977402 -1.249939 -0.050086
9 C 3.841477 -2.158453 0.572945
10 N 2.534431 -1.589047 0.612390
11 N 2.082056 -0.860681 1.610363
12 N 0.889691 -0.490098 1.305830
13 C 0.618242 -1.014325 0.092304
14 C -0.630243 -0.840284 -0.612685
15 C -0.814043 -1.417897 -1.868130
16 C -2.007674 -1.250419 -2.533758
17 C -3.040657 -0.504478 -1.961744
18 N -4.225490 -0.381720 -2.688201
19 C -5.353848 0.324498 -2.379565
20 O -5.495472 1.010582 -1.390189
21 C -6.433575 0.194128 -3.403443
22 C -7.300188 1.268504 -3.598008
23 C -8.313189 1.156062 -4.532513
24 C -8.426557 -0.035133 -5.236318
25 N -7.632991 -1.072939 -5.035231
26 C -6.668967 -0.965184 -4.141027
27 C -2.856803 0.073175 -0.706621
28 C -1.660316 -0.095868 -0.041630
29 N 1.661229 -1.714010 -0.356834
30 H 3.867256 1.092554 6.445979
31 H 5.232403 1.820719 7.335420
32 H 4.275547 2.809738 6.199539
33 H 4.233433 0.671512 4.092621
34 H 4.650963 2.384532 3.836389
35 H 6.541428 0.013253 3.408472
36 H 6.980972 1.710018 3.228855
37 H 5.225505 1.938763 1.423872
38 H 6.528384 0.795280 1.011372
39 H 3.851056 -0.056712 1.943668
40 H 3.980769 -2.816791 1.436843
41 H 3.931485 -2.738941 -0.346308
42 H -0.013407 -1.993100 -2.306177
43 H -2.149000 -1.699492 -3.507374
44 H -4.221148 -0.863879 -3.576983
45 H -7.159477 2.167241 -3.015743
46 H -8.998195 1.969601 -4.712084
47 H -9.191528 -0.173863 -5.988600
48 H -6.079693 -1.863276 -3.996483
49 H -3.651299 0.649771 -0.264214
50 H -1.507763 0.345972 0.930515

Atomic forces in eV per Å
C -0.08 0.02 0.03
O 0.16 -0.08 -0.17
C 0.18 -0.04 -0.14
C -0.31 0.14 0.09
C 0.34 0.03 0.11
N -0.17 0.38 0.39
C -0.59 -0.21 0.00
O 0.35 -0.23 -0.21
C 1.11 -0.27 -0.02
N -1.00 0.33 0.09
N 0.53 -0.25 0.46
N -0.56 0.25 0.00
C 0.97 -0.33 0.20
C -0.51 0.06 -0.30
C -0.03 0.12 0.21
C -0.13 0.07 0.01
C 0.33 0.01 0.32
N -0.03 -0.24 -0.36
C -0.02 -0.11 -0.14
O 0.03 0.11 0.06
C -0.41 0.04 -0.17
C 0.10 -0.16 0.00
C 0.13 -0.05 0.05
C -0.14 0.22 0.02
N -0.14 -0.45 -0.32
C 0.27 0.25 0.28
C -0.23 0.10 -0.01
C 0.31 -0.23 -0.18
N -0.44 -0.01 -0.43
H 0.02 0.03 0.02
H -0.09 0.03 0.04
H 0.01 -0.02 0.03
H 0.02 0.07 0.00
H 0.00 -0.08 0.00
H 0.05 -0.03 -0.02
H 0.04 0.03 0.01
H 0.09 -0.04 -0.05
H -0.14 0.13 0.06
H 0.20 -0.09 -0.16
H -0.08 0.03 -0.14
H -0.04 0.16 0.19
H 0.05 -0.06 -0.08
H -0.01 -0.04 -0.09
H -0.08 0.17 0.15
H 0.00 0.05 0.06
H -0.06 0.06 -0.04
H -0.10 0.08 -0.04
H 0.12 -0.02 0.09
H -0.01 0.01 0.00
H -0.03 0.06 0.09

Computed properties:
HOMO energy ... -0.3146 hartree
LUMO ... 0.098 eV
Relative energy (zero: lowest compared OMol25 entry of this formula, charge and spin) ... 18.1 kcal/mol
Structure (SMILES) ... COCCCNC(=O)Cn1nnc(-c2ccc(NC(=O)c3cccnc3)cc2)n1
Strongest force on any atom ... 1.1 eV/Å